Entry 1:
Density functional theory data (wB97M-V/def2-TZVPD) for C2HO3P in the gas phase in a non-equilibrium geometry.

Results
Kohn-Sham gap (spin up / spin down): 7.227 / 7.314 eV
net charge: 0
max |F|: 8.4 eV Å⁻¹
expectation value of S²: 2.007
ΔE to the lowest compared entry with this formula, charge and spin: 17.3 kcal per mole
multiplicity: 3

Structure (XYZ):
```
7
Properties=species:S:1:pos:R:3:forces:R:3:lowdin_spin:R:1
C 0.944692 0.822537 -0.719093 7.4 2.0 -3.5 0.8806
C -0.076816 0.464500 -0.106125 -5.8 -2.5 2.6 0.7116
O -2.874015 0.145958 -0.362743 3.5 -2.0 2.2 0.0265
O 2.433202 0.508577 -0.551815 -4.7 0.1 0.7 0.2684
O -1.059512 -1.307111 1.397210 -2.7 1.7 -2.6 0.0647
P -1.610917 -0.371018 0.319897 1.3 0.9 0.8 0.0259
H 2.243366 -0.263443 0.022668 1.0 -0.3 -0.1 0.0222
```
Forces are in eV/Å.

Entry 2:
Density functional theory data (wB97M-V/def2-TZVPD) for a gas-phase ion, C3H8N3 (charge +1) in a non-equilibrium geometry.

Results
Kohn-Sham gap: 9.777 eV
net charge: +1
SMILES: C[C@@]1([NH3+])CN=N1
max |F|: 3.8 eV Å⁻¹
ΔE to the lowest compared entry with this formula, charge and spin: 106.9 kcal per mole

Structure (XYZ):
```
14
Properties=species:S:1:pos:R:3:forces:R:3:nbo_charge:R:1
C 0.656023 1.238234 -0.740358 -2.0 -0.5 1.4 -0.6205
C -0.194515 0.078774 -0.157697 0.5 1.5 0.0 0.1884
N 0.631394 -1.125858 -0.317513 1.2 -2.4 2.7 -0.7040
C -0.820572 0.040383 1.278249 -1.8 -2.1 -1.4 -0.3436
N -2.215335 0.011841 0.309696 1.9 0.7 2.3 0.0274
N -1.569913 -0.007031 -0.733081 0.9 -0.7 -0.7 -0.1323
H 0.045665 2.157801 -0.689850 0.8 -0.2 0.0 0.2671
H 0.870251 0.970543 -1.746429 0.0 0.0 -1.1 0.2325
H 1.591110 1.236717 -0.217612 0.5 0.6 0.5 0.2298
H 1.194842 -1.297616 -1.170079 -0.2 0.4 0.5 0.4649
H -0.050311 -1.858262 -0.215040 -0.4 -1.2 -0.6 0.4458
H 1.190468 -1.352951 0.640545 -0.8 1.1 -2.9 0.4721
H -0.803035 -0.961555 1.886213 0.2 1.9 -1.3 0.2282
H -0.526073 0.868981 1.872955 -0.5 0.8 0.7 0.2442
```
Forces are in eV/Å.